15
Properties=species:S:1:pos:R:3:forces:R:3 method="wB97M-V/def2-TZVPD" e_lumo_ev="-0.24 / -0.35" homo_energy_ha="-0.3507 / -0.2769" total_energy_ha=-1070.15856 de_lowest_kj_mol=435.4 homo_lumo_gap_ev="9.30 / 7.19" largest_force_ev_per_a=3.65
C 1.467217 0.884163 2.419520 -0.66 0.81 -0.92
C -0.260951 -0.940302 -1.742561 2.29 -2.59 0.09
C -1.242305 0.292841 0.141179 0.75 -0.09 -0.40
C 0.059937 -0.473977 -0.355644 -2.33 2.79 0.41
N 1.210120 0.378955 -0.364998 1.15 -1.67 1.81
S 0.379148 1.862717 2.949013 -0.05 0.14 0.45
Cl 2.513266 -0.249475 2.924600 0.69 -0.80 0.48
H -0.327998 -2.057535 -1.751551 0.01 0.79 -0.09
H -1.169329 -0.575709 -2.097635 -1.15 0.96 -0.96
H 0.654129 -0.693936 -2.290947 -0.63 -0.07 -0.85
H -2.207947 -0.146935 -0.012138 -0.25 -0.98 -0.64
H -1.305022 1.261523 -0.288442 0.15 0.90 -1.15
H -1.294627 0.574776 1.143099 0.61 -0.09 2.07
H 0.251045 -1.250543 0.326059 0.35 -1.17 0.78
H 1.273317 1.133440 -0.999553 -0.93 1.07 -1.08